Computed, not measured: 15 unconnected molecules or ions with the total composition C25H80N10O15, with the ωB97M-V functional and the def2-TZVPD basis.

ORCA input file:
```
! wB97M-V def2-TZVPD RIJCOSX def2/J DEFGRID3
* xyz 0 1
C 1.235 -3.028 -3.323
O 1.557 -2.954 -4.692
H 0.732 -2.157 -2.950
H 2.110 -3.177 -2.818
H 0.602 -3.959 -3.138
H 2.273 -3.595 -4.822
C 1.395 4.926 3.269
O 0.805 3.663 2.880
H 0.631 5.691 3.118
H 2.312 5.236 2.763
H 1.649 4.882 4.324
H 1.494 2.932 2.822
C -2.307 -3.000 -2.837
O -1.832 -1.693 -2.939
H -1.465 -3.763 -2.919
H -3.078 -3.210 -3.618
H -2.861 -3.217 -1.908
H -1.643 -1.537 -3.882
C -2.458 -0.420 3.580
O -1.903 -1.043 2.522
H -2.139 0.579 3.668
H -2.049 -0.878 4.451
H -3.517 -0.537 3.504
H -0.972 -1.188 2.752
C 3.786 -1.095 -0.257
O 3.095 -0.862 0.925
H 3.937 -0.156 -0.722
H 3.251 -1.749 -0.963
H 4.775 -1.499 -0.124
H 2.280 -0.629 0.488
C 3.929 1.503 3.643
O 2.957 2.227 3.085
N 4.518 1.748 4.758
N 4.403 0.336 3.160
H 4.267 2.618 5.188
H 5.245 1.121 5.153
H 4.025 -0.106 2.283
H 5.092 -0.161 3.728
C -2.248 3.464 0.948
O -3.136 3.358 -0.184
N -1.153 4.166 0.950
N -2.448 2.815 2.052
H -0.785 4.600 0.023
H -0.445 3.982 1.664
H -3.207 2.121 2.119
H -1.745 2.749 2.748
C -4.528 0.184 0.768
O -4.422 1.144 1.757
N -3.831 -0.894 0.749
N -5.272 0.401 -0.274
H -3.095 -0.988 1.549
H -4.093 -1.723 0.226
H -5.651 1.384 -0.300
H -5.539 -0.391 -0.895
C -5.869 -1.953 -3.112
O -6.885 -2.897 -3.212
N -5.683 -1.045 -4.110
N -5.105 -1.776 -2.066
H -6.497 -1.012 -4.734
H -4.784 -1.206 -4.690
H -5.140 -2.527 -1.409
H -4.250 -1.183 -2.053
C -3.311 1.322 -3.333
O -2.907 0.895 -4.539
N -2.727 2.237 -2.630
N -4.393 0.925 -2.750
H -1.796 2.601 -2.949
H -2.948 2.518 -1.648
H -4.897 0.124 -3.292
H -4.628 0.976 -1.752
C 3.841 2.407 0.341
C 3.530 2.966 -1.092
C 2.013 2.938 -1.324
O 3.943 4.139 -1.248
H 4.836 1.914 0.334
H 3.115 1.650 0.564
H 3.812 3.162 1.158
H 4.008 2.331 -1.821
H 1.486 3.352 -0.455
H 1.628 1.882 -1.475
H 1.735 3.484 -2.219
H 4.890 4.052 -1.199
C 1.087 -0.122 4.837
C 1.602 -1.506 4.713
C 1.013 -2.238 3.512
O 2.827 -1.623 4.831
H 1.198 0.346 3.856
H 1.581 0.555 5.530
H 0.000 -0.024 5.073
H 1.306 -2.123 5.524
H 0.971 -1.671 2.612
H 0.007 -2.621 3.794
H 1.605 -3.091 3.215
H 3.243 -0.982 4.227
C -1.078 -3.897 0.882
C 0.389 -4.432 0.591
C 1.334 -3.340 -0.008
O 0.975 -4.998 1.524
H -1.043 -3.261 1.721
H -1.650 -4.840 1.084
H -1.460 -3.319 0.033
H 0.287 -5.164 -0.199
H 1.509 -2.601 0.759
H 0.934 -2.808 -0.857
H 2.342 -3.774 -0.292
H 1.861 -4.918 1.458
C 0.373 0.320 -4.060
C 1.721 0.978 -4.083
C 2.751 0.089 -3.369
O 2.096 1.160 -5.289
H -0.043 0.325 -3.076
H 0.407 -0.737 -4.365
H -0.366 0.870 -4.626
H 1.676 1.963 -3.648
H 2.934 -0.774 -3.967
H 2.478 -0.097 -2.342
H 3.690 0.646 -3.406
H 2.937 1.589 -5.236
C 0.430 0.880 1.261
C -0.025 -0.033 0.115
C -1.161 0.753 -0.587
O 0.797 -0.335 -0.702
H 1.319 0.562 1.700
H -0.300 0.868 2.021
H 0.455 1.977 1.029
H -0.499 -0.977 0.532
H -0.814 1.553 -1.191
H -1.889 1.001 0.167
H -1.737 0.017 -1.112
H 0.382 -0.648 -1.523
*
```

Computed properties:
* LUMO level: -0.05 eV
* relative energy (zero: lowest compared OMol25 entry of this formula, charge and spin): 1.218 eV
* HOMO: -8.57 eV

Computed, not measured: 2 unconnected molecules or ions with the total composition C4H8O2, with the ωB97M-V functional and the def2-TZVPD basis.

ORCA input file:
```
! wB97M-V def2-TZVPD RIJCOSX def2/J DEFGRID3
* xyz 0 1
C 0.085 -0.381 1.362
C 0.478 0.895 1.383
C 1.686 1.310 0.646
O 2.143 2.431 0.651
H 0.640 -1.129 0.795
H -0.797 -0.735 1.883
H -0.063 1.662 1.931
H 2.168 0.494 0.060
C -1.042 -1.028 -1.686
O -1.579 -0.237 -0.652
H -0.885 -0.448 -2.604
H -1.773 -1.813 -1.887
H -0.090 -1.512 -1.411
H -0.971 0.492 -0.471
*
```

Computed properties:
* structure (SMILES): C=CC=O.CO
* LUMO level: 0.18 eV
* relative energy (zero: lowest compared OMol25 entry of this formula, charge and spin): 2.328 eV
* HOMO: -10.11 eV

Computed, not measured: 2 unconnected molecules or ions with the total composition C4H9N3, with the ωB97M-V functional and the def2-TZVPD basis.

ORCA input file:
```
! wB97M-V def2-TZVPD RIJCOSX def2/J DEFGRID3
* xyz 0 1
N -1.254 1.036 -1.177
C -1.339 -0.069 -0.572
N -2.108 -1.155 -0.952
N -0.844 -0.172 0.800
H -0.577 1.216 -1.907
H -1.647 -1.797 -1.578
H -3.070 -1.275 -0.680
H -0.828 0.745 1.236
H -1.502 -0.668 1.394
C 1.717 -1.037 -0.609
C 1.505 -0.267 0.353
C 1.802 0.990 1.053
H 2.559 -1.561 -1.004
H 1.705 0.834 2.131
H 2.774 1.430 0.838
H 1.107 1.750 0.675
*
```

Computed properties:
* structure (SMILES): N=C(N)N.C#CC
* LUMO level: 0.84 eV
* relative energy (zero: lowest compared OMol25 entry of this formula, charge and spin): 5.231 eV
* HOMO: -8.21 eV

Computed, not measured: a molecular structure, C31H47IIrN11OPS, with the ωB97M-V functional and the def2-TZVPD basis.

ORCA input file:
```
! wB97M-V def2-TZVPD RIJCOSX def2/J DEFGRID3
* xyz 2 2
Ir -0.014 0.036 0.060
C -2.530 -0.673 3.480
C -1.954 -0.309 2.154
N -0.678 -0.209 1.934
N 0.149 -0.371 2.966
C 1.435 -0.394 2.724
N 2.255 -0.536 3.764
S 2.122 -0.284 1.125
C -2.798 0.136 1.049
C -4.153 0.397 1.196
C -4.842 1.028 0.170
C -4.157 1.400 -0.975
C -2.813 1.083 -1.070
N -2.155 0.448 -0.103
H -1.797 -1.219 4.066
H -3.432 -1.271 3.353
H -2.791 0.227 4.043
H 1.883 -0.515 4.700
H 3.253 -0.549 3.640
H -4.662 0.143 2.114
H -5.894 1.254 0.278
H -4.651 1.925 -1.779
H -2.231 1.354 -1.938
N 0.759 0.002 -1.720
P 1.544 0.403 -3.034
N 2.830 -0.562 -3.324
C 3.187 -1.735 -2.520
C 4.694 -1.776 -2.314
C 5.433 -1.897 -3.664
C 4.557 -1.422 -4.833
C 3.740 -0.205 -4.424
N 0.582 0.335 -4.392
C -0.650 1.151 -4.383
C -1.889 0.267 -4.251
C -2.029 -0.663 -5.466
C -0.650 -0.973 -6.063
C 0.398 -1.021 -4.963
N 2.202 1.923 -3.087
C 1.754 3.082 -3.862
C 2.760 4.218 -3.726
C 2.822 4.684 -2.265
C 2.817 3.479 -1.297
C 3.186 2.200 -2.032
H 2.857 -2.655 -3.017
H 2.651 -1.661 -1.573
H 4.942 -2.618 -1.668
H 5.000 -0.864 -1.796
H 5.733 -2.930 -3.840
H 6.346 -1.302 -3.630
H 3.885 -2.222 -5.153
H 5.184 -1.160 -5.684
H 3.158 0.187 -5.260
H 4.427 0.588 -4.108
H -0.708 1.736 -5.303
H -0.595 1.845 -3.542
H -2.777 0.894 -4.151
H -1.779 -0.325 -3.335
H -2.661 -0.202 -6.225
H -2.520 -1.586 -5.156
H -0.366 -0.208 -6.789
H -0.671 -1.927 -6.589
H 1.357 -1.359 -5.355
H 0.085 -1.735 -4.191
H 0.787 3.452 -3.496
H 1.636 2.785 -4.905
H 2.451 5.036 -4.376
H 3.741 3.885 -4.069
H 1.957 5.324 -2.070
H 3.716 5.290 -2.117
H 1.824 3.319 -0.875
H 3.510 3.637 -0.469
H 3.211 1.349 -1.347
H 4.183 2.300 -2.475
N -4.744 -4.037 -0.468
C -3.641 -3.876 -0.194
C -2.272 -3.620 0.151
C -1.547 -4.471 0.983
C -0.226 -4.152 1.249
C 0.312 -2.999 0.708
N -0.403 -2.155 -0.046
C -1.664 -2.476 -0.342
H -2.007 -5.359 1.394
H 0.378 -4.789 1.878
H 1.349 -2.740 0.871
H -2.210 -1.803 -0.987
N 0.141 4.374 1.016
C -0.399 3.161 1.137
O -0.001 2.269 0.348
C -1.414 3.032 2.192
I -0.159 2.176 4.427
H 0.872 4.536 0.340
H -0.122 5.128 1.628
H -2.089 2.195 2.197
H -1.738 3.918 2.717
*
```

Computed properties:
* LUMO level (spin up / spin down): -7.22 / -7.22 eV
* relative energy (zero: lowest compared OMol25 entry of this formula, charge and spin): 2.797 eV
* HOMO (spin up / spin down): -13.06 / -12.92 eV

Computed, not measured: a single C19H22N4O2 molecule, with the ωB97M-V functional and the def2-TZVPD basis.

ORCA input file:
```
! wB97M-V def2-TZVPD RIJCOSX def2/J DEFGRID3
* xyz 0 1
C -0.939 -3.411 -2.690
C 0.030 -2.897 -1.633
C -0.396 -3.341 -0.225
N 0.521 -3.067 0.861
C 0.776 -1.675 1.165
C 2.027 -1.103 0.469
O 3.193 -1.744 0.915
C 2.146 0.427 0.671
N 1.000 1.126 0.159
C 0.734 1.282 -1.189
C 1.473 0.944 -2.311
C 0.918 1.237 -3.546
C -0.326 1.849 -3.660
C -1.067 2.197 -2.544
C -0.518 1.904 -1.309
N -0.989 2.105 -0.017
C -2.215 2.710 0.354
O -2.973 3.115 -0.505
C -2.405 2.763 1.769
C -1.510 2.279 2.674
C -1.766 2.355 4.144
C -0.292 1.679 2.231
C 0.598 1.173 3.186
N 1.296 0.763 4.005
C -0.063 1.616 0.861
H -0.969 -4.498 -2.685
H -1.942 -3.039 -2.498
H -0.634 -3.080 -3.680
H 1.033 -3.280 -1.841
H 0.063 -1.805 -1.686
H -0.554 -4.424 -0.232
H -1.351 -2.868 0.027
H 1.403 -3.551 0.724
H 0.924 -1.585 2.251
H -0.108 -1.094 0.896
H 1.984 -1.317 -0.603
H 3.235 -1.683 1.879
H 2.260 0.647 1.734
H 3.039 0.780 0.147
H 2.439 0.473 -2.232
H 1.467 0.983 -4.440
H -0.722 2.058 -4.641
H -2.030 2.674 -2.615
H -3.326 3.218 2.099
H -1.773 1.355 4.578
H -2.719 2.836 4.346
H -0.973 2.916 4.638
*
```

Computed properties:
* structure (SMILES): CCCNC[C@H](O)Cn1c2ccccc2n2c(=O)cc(C)c(C#N)c12
* LUMO level: 0.37 eV
* relative energy (zero: lowest compared OMol25 entry of this formula, charge and spin): 0.861 eV
* HOMO: -8.03 eV

Computed, not measured: a single C7H12O molecule, with the ωB97M-V functional and the def2-TZVPD basis.

ORCA input file:
```
! wB97M-V def2-TZVPD RIJCOSX def2/J DEFGRID3
* xyz 0 1
C -2.754 0.174 -0.325
C -1.560 -0.405 0.383
C -0.323 -0.688 -0.327
C 0.850 -1.580 -0.085
C 1.992 -0.425 0.058
O 1.666 0.910 -0.466
C 0.460 1.537 0.123
C -0.339 0.374 0.731
H -2.440 1.075 -0.872
H -3.579 0.517 0.267
H -3.201 -0.620 -0.988
H -1.893 -1.220 1.029
H -0.258 -0.379 -1.310
H 1.055 -2.077 -1.061
H 0.865 -2.201 0.806
H 2.197 -0.227 1.179
H 2.928 -0.700 -0.406
H 0.883 2.248 0.791
H -0.001 2.224 -0.749
H 0.156 0.153 1.699
*
```

Computed properties:
* structure (SMILES): C[C@H]1[C@@H]2CCOC[C@@H]12
* LUMO level: 1.12 eV
* relative energy (zero: lowest compared OMol25 entry of this formula, charge and spin): 3.072 eV
* HOMO: -9.07 eV

We obtain E_tot values of -2676.37200 -307.62687 -321.89812 -3028.12420 -1106.75125 -349.03575 Eh for the records listed above, in that order.